[1]
Computed, not measured: a structure of composition C10H14BFN6Pt in a non-equilibrium geometry, with ωB97M-V with the def2-TZVPD basis set.

Computed properties:
Highest occupied orbital energy (alpha / beta) (eV): -16.3 / -16.2
LUMO (alpha / beta) (hartree): -0.28817 / -0.45061
Relative energy (zero: lowest compared OMol25 entry of this formula, charge and spin) (eV): 0.0000
Gap between HOMO and LUMO (alpha / beta) (eV): 8.4417 / 3.9388

Geometry as ORCA input:
```
! wB97M-V def2-TZVPD RIJCOSX def2/J DEFGRID3
* xyz 2 3
C 2.805 -1.370 0.137
N 1.480 -1.569 -0.065
N 1.270 -2.862 -0.438
C 2.458 -3.498 -0.442
C 3.455 -2.581 -0.083
B -0.159 -3.348 -0.830
N -1.182 -2.853 0.252
N -1.178 -1.570 0.751
C -2.207 -1.463 1.652
C -2.824 -2.709 1.745
C -2.165 -3.549 0.852
Pt -0.043 -0.237 -0.165
N -0.602 -2.714 -2.193
N -0.743 -1.366 -2.404
C -1.081 -1.209 -3.702
C -1.204 -2.477 -4.323
C -0.911 -3.399 -3.324
H -1.222 -0.266 -4.219
H -0.891 -4.478 -3.322
H -1.442 -2.693 -5.347
H -0.184 -4.541 -0.875
H -2.311 -4.592 0.618
H 2.477 -4.553 -0.680
H -3.646 -2.982 2.382
H 4.518 -2.746 0.006
H -2.497 -0.549 2.164
H 3.200 -0.384 0.330
H -1.390 0.663 -1.035
C -1.520 1.374 -0.205
H -2.490 1.197 0.257
H -0.760 1.394 0.601
H -1.352 2.304 -0.751
F 1.229 0.961 -1.085
*
```

---

[2]
Computed, not measured: a structure of composition C10H14BFN6Re in a non-equilibrium geometry, with ωB97M-V with the def2-TZVPD basis set.

Computed properties:
Highest occupied orbital energy (alpha / beta) (eV): -14.5 / -14.5
LUMO (alpha / beta) (hartree): -0.37032 / -0.38987
Relative energy (zero: lowest compared OMol25 entry of this formula, charge and spin) (eV): 2.2058
Gap between HOMO and LUMO (alpha / beta) (eV): 4.4186 / 3.8466

Geometry as ORCA input:
```
! wB97M-V def2-TZVPD RIJCOSX def2/J DEFGRID3
* xyz 2 4
H 1.068 -0.550 3.754
N -0.073 -0.405 1.966
B -1.111 -1.302 -0.262
N -0.792 -1.448 1.233
C -1.136 -2.389 2.114
Re -0.852 1.206 1.988
H -1.841 -3.149 1.804
C -0.488 -2.154 3.341
H -0.606 -2.715 4.258
C 0.293 -1.023 3.180
H -1.869 -2.146 -0.644
C 2.937 2.864 -0.823
H 3.227 3.847 -0.465
H 1.930 2.589 -0.564
H 3.155 2.738 -1.881
N 0.224 -1.392 -1.113
N -1.759 0.097 -0.395
N 1.234 -0.514 -0.831
N -1.158 1.309 0.203
C 0.603 -2.221 -2.132
C -2.908 0.472 -0.951
H -0.054 -3.000 -2.504
H -3.580 -0.315 -1.280
C 1.900 -1.851 -2.538
C -3.007 1.871 -0.976
C 2.231 -0.773 -1.680
C -1.841 2.381 -0.417
H 2.508 -2.290 -3.321
H -3.853 2.451 -1.330
H 3.141 -0.195 -1.674
H -1.372 3.357 -0.383
H 3.510 2.112 -0.283
F 0.343 2.539 2.605
*
```

---

[3]
Computed, not measured: a structure of composition C10H14BFeN7O2 in a non-equilibrium geometry, with ωB97M-V with the def2-TZVPD basis set.

Computed properties:
Highest occupied orbital energy (alpha / beta) (eV): -15.9 / -15.8
LUMO (alpha / beta) (hartree): -0.37967 / -0.39478
Relative energy (zero: lowest compared OMol25 entry of this formula, charge and spin) (eV): 1.6100
Gap between HOMO and LUMO (alpha / beta) (eV): 5.5842 / 5.0079

Geometry as ORCA input:
```
! wB97M-V def2-TZVPD RIJCOSX def2/J DEFGRID3
* xyz 2 5
C 2.854 -0.119 0.018
N 1.609 -0.200 -0.505
N 1.724 0.011 -1.854
C 3.028 0.115 -2.190
C 3.785 0.051 -1.020
B 0.473 0.186 -2.739
N -0.496 -0.972 -2.356
N -0.783 -1.405 -1.056
C -1.680 -2.427 -1.164
C -1.861 -2.728 -2.511
C -1.095 -1.806 -3.222
Fe -0.020 -0.951 0.637
N -0.192 1.586 -2.466
N -0.626 1.849 -1.205
C -1.137 3.063 -1.175
C -1.043 3.636 -2.460
C -0.436 2.668 -3.250
H -1.557 3.493 -0.274
H -0.173 2.665 -4.299
H -1.381 4.614 -2.751
H 0.758 0.123 -3.900
H -0.894 -1.701 -4.273
H 3.318 0.194 -3.235
H -2.460 -3.523 -2.908
H 4.859 0.114 -0.916
H -2.139 -2.876 -0.294
H 3.018 -0.147 1.078
H -1.746 -0.359 0.884
C -1.693 -1.185 1.636
H -2.631 -1.718 1.511
H -0.849 -1.961 1.448
H -1.670 -0.768 2.632
O 1.424 1.629 3.391
N 0.587 0.858 2.962
O 0.822 0.368 1.752
*
```

---

[4]
Computed, not measured: the molecule C10H14BrPS in a non-equilibrium geometry, with ωB97M-V with the def2-TZVPD basis set.

Computed properties:
Highest occupied orbital energy (eV): -8.7
LUMO (hartree): 0.01153
SMILES: CC(C)(C)[P@](=S)(Br)c1ccccc1
Relative energy (zero: lowest compared OMol25 entry of this formula, charge and spin) (eV): 0.3401
Gap between HOMO and LUMO (eV): 8.9787

Geometry as ORCA input:
```
! wB97M-V def2-TZVPD RIJCOSX def2/J DEFGRID3
* xyz 0 1
C -2.647 -3.292 0.157
C -1.822 -2.826 -0.841
C -2.224 -3.045 1.466
C -0.705 -2.071 -0.705
C -1.095 -2.273 1.702
C -0.412 -1.770 0.625
C 0.237 1.887 0.483
C 2.692 1.819 0.308
C 1.254 0.757 -1.612
C 1.376 1.083 -0.088
P 1.319 -0.603 0.909
S 1.610 -0.284 2.836
Br 2.821 -1.660 -0.272
H -3.636 -3.658 -0.055
H -2.227 -3.032 -1.925
H -2.885 -3.401 2.247
H -0.101 -1.752 -1.553
H -0.631 -2.203 2.752
H -0.743 1.292 0.337
H 0.279 2.126 1.553
H 0.183 2.775 0.022
H 3.573 1.263 0.049
H 2.639 2.089 1.298
H 2.804 2.744 -0.061
H 0.836 -0.214 -1.776
H 0.561 1.452 -2.070
H 2.193 0.760 -2.028
*
```

---

[5]
Computed, not measured: a structure of composition C10H14Cl2CrNO4SSe in a non-equilibrium geometry, with ωB97M-V with the def2-TZVPD basis set.

Computed properties:
Highest occupied orbital energy (alpha / beta) (eV): -2.5 / -3.2
LUMO (alpha / beta) (hartree): 0.09852 / 0.09832
Relative energy (zero: lowest compared OMol25 entry of this formula, charge and spin) (eV): 0.9564
Gap between HOMO and LUMO (alpha / beta) (eV): 5.1448 / 5.8861

Geometry as ORCA input:
```
! wB97M-V def2-TZVPD RIJCOSX def2/J DEFGRID3
* xyz -1 5
Cr 0.549 2.387 0.522
Se 0.180 4.582 0.745
C 4.165 1.261 -1.467
C 3.166 2.111 -0.732
N 3.264 3.453 -0.832
O 2.299 1.575 -0.024
H 4.848 1.864 -2.060
H 3.602 0.574 -2.097
H 4.718 0.652 -0.755
H 3.913 3.886 -1.465
H 2.526 4.026 -0.415
Cl 1.732 1.462 2.824
C 2.153 1.296 4.598
Cl 3.417 0.100 4.885
H 1.266 0.967 5.136
H 2.523 2.251 4.960
C -4.909 -3.459 -1.003
C -3.653 -2.645 -0.894
C -2.610 -3.023 -0.055
C -1.463 -2.256 0.043
C -1.344 -1.098 -0.707
C -2.367 -0.717 -1.556
C -3.507 -1.488 -1.657
S 0.070 -0.029 -0.485
O 1.248 -0.855 -0.596
O -0.024 1.056 -1.458
O -0.164 0.505 0.876
H -4.929 -4.264 -0.270
H -4.984 -3.892 -2.000
H -5.785 -2.831 -0.851
H -2.704 -3.919 0.542
H -0.653 -2.536 0.696
H -2.238 0.188 -2.127
H -4.306 -1.185 -2.320
*
```

---

[6]
Computed, not measured: a structure of composition C10H14ClN3O4PPd in a non-equilibrium geometry, with ωB97M-V with the def2-TZVPD basis set.

Computed properties:
Highest occupied orbital energy (eV): -12.1
LUMO (hartree): -0.22396
Relative energy (zero: lowest compared OMol25 entry of this formula, charge and spin) (eV): 0.0000
Gap between HOMO and LUMO (eV): 6.0072

Geometry as ORCA input:
```
! wB97M-V def2-TZVPD RIJCOSX def2/J DEFGRID3
* xyz 1 1
Pd 1.242 0.997 0.118
Cl -0.785 -4.729 4.836
C -0.662 -3.388 3.763
C -1.796 -2.645 3.443
C -1.699 -1.568 2.585
C -0.476 -1.203 2.037
O -0.403 -0.120 1.220
C 0.668 -1.961 2.340
C 1.967 -1.708 1.748
O 2.285 -0.807 0.986
C 0.553 -3.051 3.210
H -2.750 -2.916 3.874
H -2.580 -0.984 2.348
H 2.742 -2.445 2.013
H 1.430 -3.642 3.442
N 1.813 1.920 -3.615
C 0.511 2.452 -3.096
P -0.447 0.968 -2.435
O -1.196 0.366 -3.544
O 0.627 0.099 -1.762
C -1.572 1.692 -1.150
N -2.292 0.589 -0.474
H 2.314 2.597 -4.187
H 1.649 1.066 -4.150
H 2.416 1.690 -2.818
H -0.052 2.866 -3.929
H 0.710 3.230 -2.363
H -2.245 2.379 -1.667
H -1.013 2.276 -0.407
H -2.411 -0.189 -1.121
H -3.225 0.877 -0.203
H -1.228 -0.008 0.624
N 3.303 2.961 -1.170
C 2.603 2.340 -0.493
*
```

---

[7]
Computed, not measured: a structure of composition C10H14CoF5N5O2STe in a non-equilibrium geometry, with ωB97M-V with the def2-TZVPD basis set.

Computed properties:
Highest occupied orbital energy (alpha / beta) (eV): -7.6 / -9.1
LUMO (alpha / beta) (hartree): -0.04829 / -0.05551
Gap between HOMO and LUMO (alpha / beta) (eV): 6.2615 / 7.6240

Geometry as ORCA input:
```
! wB97M-V def2-TZVPD RIJCOSX def2/J DEFGRID3
* xyz 0 4
Co -1.077 -0.915 -0.146
N 5.767 -1.390 1.062
C 5.131 -0.945 -0.070
S 6.133 -0.453 -1.322
C 3.629 -0.937 -0.090
C 2.882 -1.370 1.011
C 1.498 -1.339 0.934
N 0.814 -0.915 -0.146
C 1.544 -0.501 -1.199
C 2.930 -0.493 -1.219
H 6.782 -1.389 1.060
H 5.323 -1.721 1.905
H 3.330 -1.729 1.926
H 0.884 -1.667 1.768
H 0.971 -0.163 -2.058
H 3.430 -0.141 -2.115
C -2.626 4.147 -0.665
N -1.911 3.089 0.018
C -0.466 3.258 0.195
C 0.000 1.800 0.145
O 1.156 1.435 0.318
N -1.077 0.980 -0.146
C -2.109 1.762 -0.224
N -3.356 1.351 -0.524
H -2.319 5.126 -0.280
H -3.705 4.059 -0.507
H -2.425 4.121 -1.741
H -0.237 3.700 1.167
H -0.008 3.814 -0.629
H -3.423 0.338 -0.510
H -4.068 1.774 0.058
F -3.138 -4.190 -1.525
Te -2.961 -3.393 0.310
F -2.203 -5.118 1.002
F -4.815 -4.018 0.765
F -2.805 -2.617 2.152
F -3.728 -1.677 -0.389
O -1.077 -2.758 -0.146
H -2.671 -0.915 -0.146
*
```

---

[8]
Computed, not measured: a structure of composition C10H14CoN4O3S, with ωB97M-V with the def2-TZVPD basis set.

Computed properties:
Highest occupied orbital energy (alpha / beta) (eV): -8.2 / -8.1
LUMO (alpha / beta) (hartree): -0.02462 / -0.02458
Relative energy (zero: lowest compared OMol25 entry of this formula, charge and spin) (eV): 0.5847
Gap between HOMO and LUMO (alpha / beta) (eV): 7.4953 / 7.4270

Geometry as ORCA input:
```
! wB97M-V def2-TZVPD RIJCOSX def2/J DEFGRID3
* xyz 0 2
Co -0.891 -0.076 1.231
N -2.396 0.751 2.288
C -3.445 1.122 1.306
C -2.758 1.549 0.015
O -3.205 2.476 -0.650
N -1.665 0.810 -0.229
C -0.645 1.379 -1.102
C 0.643 1.590 -0.320
O 1.662 1.975 -0.887
O 0.586 1.258 0.932
H -2.771 0.182 3.038
H -1.989 1.579 2.712
H -4.098 1.917 1.658
H -4.047 0.233 1.110
H -0.976 2.324 -1.532
H -0.412 0.717 -1.941
C 3.890 -0.208 -0.428
C 2.593 -0.898 -0.220
C 1.771 -1.333 -1.241
C 0.475 -1.699 -0.921
N 0.033 -1.733 0.348
C 0.865 -1.392 1.355
S 0.276 -1.277 2.936
N 2.146 -1.014 1.037
C -0.540 -2.030 -1.960
H 4.336 -0.497 -1.376
H 4.588 -0.402 0.385
H 3.646 0.861 -0.462
H 2.100 -1.267 -2.266
H 2.666 -0.575 1.787
H -0.116 -2.018 -2.961
H -1.347 -1.296 -1.893
H -0.973 -3.008 -1.749
*
```